DFT (wB97M-V/def2-TZVPD) results for C16H36BeCoN4O13S as an isolated structure.

The geometry in XYZ format:
```
72
Properties=species:S:1:pos:R:3:lowdin_charge:R:1
Be 1.11 3.05 -1.63 1.0279
Co 3.62 0.97 0.27 0.9450
O -1.11 1.85 -0.86 -0.3222
C -0.71 0.68 -0.11 -0.3336
C 0.68 -0.02 -0.40 -0.3310
O 1.89 0.57 -0.84 -0.3818
H -1.50 -0.02 0.18 0.0737
H -0.65 1.24 0.83 0.0787
H 0.32 -0.64 -1.23 0.0859
H 0.77 -0.68 0.46 0.0916
O 2.70 3.42 0.60 -0.3481
C 2.29 3.07 1.91 -0.3537
C 3.38 2.36 2.86 -0.3416
O 4.19 1.37 2.27 -0.3581
H 1.55 2.28 1.74 0.0680
H 1.71 3.80 2.49 0.0891
H 2.93 1.92 3.75 0.0862
H 4.08 3.09 3.28 0.0862
C -2.56 -2.98 0.05 0.0230
N -2.69 -3.37 -1.36 -0.4004
O -2.24 -2.50 -2.10 0.0462
O -3.22 -4.48 -1.73 0.0461
H -2.83 -1.95 0.28 0.0761
H -1.48 -2.95 0.14 0.0928
H -3.11 -3.64 0.72 0.1021
C 1.49 -3.61 -2.19 -0.1560
C 2.05 -4.31 -0.92 -0.2089
O 2.01 -5.66 -1.22 -0.2013
S 2.39 -5.96 -2.80 0.7593
O 1.62 -7.09 -3.30 -0.2305
O 3.87 -5.91 -2.98 -0.2661
O 1.71 -4.53 -3.25 -0.1977
H 2.05 -2.68 -2.23 0.1299
H 0.41 -3.42 -2.23 0.1172
H 1.37 -4.10 -0.10 0.1160
H 3.07 -3.99 -0.70 0.1268
C -4.57 1.80 -2.84 -0.3439
O -5.13 2.54 -3.61 0.0293
N -5.12 0.62 -2.44 -0.1791
C -4.72 0.20 -1.08 -0.0546
C -6.38 0.20 -2.96 -0.0744
H -3.53 1.92 -2.50 0.1288
H -4.93 -0.84 -0.86 0.0761
H -5.24 0.71 -0.28 0.0843
H -3.66 0.44 -0.93 0.0630
H -6.60 0.59 -3.95 0.0876
H -6.52 -0.88 -2.99 0.0873
H -7.24 0.60 -2.41 0.0870
C 4.77 -1.74 1.55 -0.2843
O 4.23 -0.99 0.72 -0.0774
N 4.15 -2.64 2.30 -0.1421
C 4.84 -3.36 3.43 -0.0121
C 2.70 -2.72 2.20 -0.0346
H 5.85 -1.78 1.77 0.1528
H 5.89 -3.48 3.17 0.0819
H 4.67 -4.44 3.50 0.0908
H 4.76 -2.82 4.37 0.0979
H 2.32 -3.60 2.72 0.0937
H 2.33 -1.91 2.83 0.1043
H 2.29 -2.68 1.20 0.0564
C 0.11 6.07 0.07 -0.2614
O 0.91 5.38 -0.61 -0.0668
N -1.15 5.80 0.50 -0.1656
C -1.95 4.69 0.14 -0.0942
C -1.89 6.62 1.49 -0.0414
H 0.33 7.11 0.35 0.1449
H -3.04 4.72 0.17 0.0949
H -1.88 3.84 0.82 0.0906
H -1.75 4.33 -0.87 0.0745
H -2.47 6.05 2.22 0.0950
H -1.09 7.01 2.11 0.0811
H -2.43 7.47 1.07 0.0933
```

Its spin multiplicity is 4. Its frontier orbital gap (spin up / spin down) is 4.75 / 4.95 eV. The calculation puts the HOMO energy (spin up / spin down) at -7.58 / -7.75 eV. Its total energy is -3623.56945 hartree.